Entry 1:
Below is a structure of composition C40H38IN4O2PV, with properties calculated with ωB97M-V/def2-TZVPD.

The geometry in XYZ format:
```
87
Properties=species:S:1:pos:R:3:forces:R:3:lowdin_spin:R:1
V 0.097911 -0.298923 0.311735 -0.4 0.4 0.2 1.1434
C -4.117636 -0.039146 -0.133824 0.0 0.0 0.0 -0.0027
C -2.657988 0.298281 -0.160377 0.0 -0.1 -0.1 -0.0103
O -1.837262 -0.658928 0.238866 0.2 0.0 -0.1 -0.0068
C -2.175245 1.479987 -0.603338 0.0 0.0 0.0 -0.0125
C -0.733602 1.671826 -0.469579 0.1 0.0 0.0 -0.0569
C 0.088573 2.226320 -1.603914 0.0 0.0 -0.1 -0.0133
N -0.148636 1.647029 0.735366 0.2 -0.3 0.2 -0.0680
N -0.898335 1.752616 1.906199 -0.1 0.1 0.0 -0.0047
C -0.713302 0.734394 2.675316 0.1 -0.1 -0.1 -0.0041
O -0.053564 -0.332888 2.283909 -0.1 0.2 0.0 -0.0160
C -1.256615 0.761425 4.056794 0.0 -0.1 0.0 0.0001
C -1.919869 1.881466 4.554593 0.0 0.0 0.0 -0.0005
C -2.413333 1.879143 5.847906 0.0 0.0 0.0 -0.0001
C -2.249627 0.762262 6.660793 0.0 0.0 0.0 -0.0004
C -1.592347 -0.354792 6.168440 0.0 0.0 0.0 -0.0001
C -1.099652 -0.355628 4.869750 0.0 0.0 0.1 -0.0003
H -4.305974 -0.968155 -0.679262 0.0 0.0 0.0 -0.0002
H -4.438691 -0.202337 0.896664 0.0 0.0 0.0 -0.0007
H -4.711673 0.763398 -0.568477 0.0 0.0 0.0 0.0000
H -2.812976 2.235716 -1.043718 0.0 0.0 0.0 -0.0006
H -0.098770 1.677983 -2.529301 0.0 0.0 0.0 -0.0005
H -0.174713 3.275734 -1.777414 0.0 0.0 0.0 -0.0055
H 1.151448 2.183883 -1.360154 0.0 0.0 0.0 -0.0005
H -2.039069 2.741131 3.909255 0.0 0.0 0.0 0.0000
H -2.928992 2.752334 6.227772 0.0 0.0 0.0 0.0000
H -2.637320 0.764234 7.671782 0.0 0.0 0.0 0.0000
H -1.467363 -1.228943 6.795433 0.0 0.0 0.0 0.0000
H -0.592700 -1.221978 4.467289 0.0 0.0 0.0 -0.0002
I -2.015545 -0.898069 -3.240989 0.0 0.1 0.1 0.0016
C -0.728451 -0.925681 -4.877430 0.0 0.0 0.1 0.0001
C -1.126316 -0.232984 -5.985910 0.1 0.0 -0.1 0.0000
C -0.448623 -0.393565 -7.212277 -0.1 0.0 0.0 0.0000
C 0.542956 -1.319784 -7.309939 0.0 0.0 0.0 0.0000
C 0.967741 -2.052541 -6.173745 0.0 0.0 0.0 0.0001
C 1.919230 -3.089765 -6.323597 0.0 0.0 0.0 -0.0001
C 2.307226 -3.833077 -5.252225 0.0 0.0 0.0 0.0003
C 1.870622 -3.462972 -3.966472 0.0 0.0 0.0 0.0007
C 0.997616 -2.425730 -3.751288 -0.1 0.1 0.1 0.0054
P 0.960750 -1.771698 -1.993388 0.1 -0.2 -0.2 0.0121
C 0.244658 -3.159318 -1.039051 0.0 0.1 0.0 -0.0011
C 0.352768 -3.114456 0.353342 0.0 0.0 0.0 0.0011
C -0.336515 -4.012999 1.152260 0.0 0.0 0.0 0.0005
C -1.144434 -4.974917 0.565845 0.0 0.0 0.0 -0.0007
C -1.256617 -5.032413 -0.816522 0.0 0.0 0.0 -0.0002
C -0.571550 -4.128716 -1.615363 0.0 0.1 0.0 -0.0007
C 2.774319 -1.912607 -1.693134 0.0 0.1 0.0 0.0008
C 3.399289 -2.889876 -0.930166 0.0 0.0 0.0 -0.0002
C 4.781357 -2.884056 -0.776432 0.0 0.0 0.0 0.0001
C 5.549708 -1.907119 -1.391472 0.0 0.0 0.0 -0.0002
C 4.929890 -0.920671 -2.151626 0.0 0.0 0.0 0.0001
C 3.552455 -0.919768 -2.290169 0.0 0.0 0.0 0.0001
C 0.412224 -1.780791 -4.891595 0.0 0.0 0.0 0.0003
H -2.000034 0.401822 -5.934564 0.0 0.0 0.0 0.0000
H -0.766000 0.170484 -8.079224 0.0 0.0 0.0 0.0000
H 1.015479 -1.525068 -8.262729 0.0 0.0 0.0 0.0000
H 2.305147 -3.299810 -7.313903 0.0 0.0 0.0 0.0000
H 2.995107 -4.659880 -5.369692 0.0 0.0 0.0 0.0000
H 2.291687 -3.981079 -3.115174 0.0 0.0 0.0 0.0001
H 1.019792 -2.403429 0.842858 0.0 0.0 0.0 0.0007
H -0.250311 -3.948566 2.228711 0.0 0.0 0.0 0.0000
H -1.690399 -5.674473 1.185011 0.0 0.0 0.0 0.0000
H -1.892117 -5.777336 -1.277806 0.0 0.0 0.0 0.0000
H -0.685519 -4.165176 -2.690737 0.0 0.0 0.0 0.0000
H 2.813389 -3.669025 -0.459469 0.0 0.0 0.0 0.0000
H 5.258060 -3.656427 -0.185810 0.0 0.0 0.0 0.0000
H 6.627552 -1.915898 -1.285102 0.0 0.0 0.0 0.0000
H 5.521948 -0.153641 -2.635415 0.0 0.0 0.0 0.0000
H 3.068701 -0.144985 -2.876650 0.0 0.0 0.0 0.0001
N 2.229619 -0.191802 0.645899 0.0 -0.2 0.0 0.0093
C 3.202787 0.021593 1.227453 0.0 0.2 -0.2 0.0199
N 4.298388 0.281213 1.894309 0.0 -0.1 0.2 0.0071
C 5.433173 0.924757 1.209627 0.0 0.0 0.0 0.0015
C 6.608943 0.944970 2.169797 0.0 0.0 0.0 0.0002
C 6.303205 1.808983 3.404019 0.0 0.0 0.0 0.0000
C 4.813805 1.747303 3.783392 0.0 0.0 0.0 0.0001
C 4.190917 0.425936 3.364711 0.0 0.0 0.0 0.0014
H 5.161723 1.944573 0.915168 0.0 0.0 0.0 0.0002
H 5.653754 0.357320 0.306610 0.0 0.0 0.0 0.0001
H 7.489833 1.315477 1.645279 0.0 0.0 0.0 0.0000
H 6.827163 -0.083135 2.468280 0.0 0.0 0.0 0.0000
H 6.578632 2.845824 3.204363 0.0 0.0 0.0 0.0000
H 6.921040 1.477009 4.239571 0.0 0.0 0.0 0.0000
H 4.262547 2.554976 3.297228 0.0 0.0 0.0 0.0000
H 4.677095 1.876879 4.857297 0.0 0.0 0.0 0.0000
H 3.135523 0.382443 3.630947 0.0 0.0 0.0 0.0002
H 4.696522 -0.415152 3.845549 0.0 0.0 0.0 0.0002
```
Positions in Å, forces in eV/Å.

Its spin multiplicity is 2. The calculation puts the orbital gap (spin up / spin down) at 6.73 / 6.03 eV. As for the total charge: 0. As for the strongest force on any atom: 0.609 eV Å⁻¹. Its energy above the lowest of the compared OMol25 structures with the same formula, charge and spin is 21.1 kcal/mol. For the calculated total energy, the calculation gives -95228.648 eV. As for the HOMO energy (spin up / spin down): -6.7290 / -6.0340 eV. For the lowest unoccupied orbital energy (spin up / spin down), the calculation gives 0.0 / 0.0 eV. As for the expectation value of S²: 1.20.


Entry 2:
Below is a structure of composition C40H38MgN5O6S2, with properties calculated with ωB97M-V/def2-TZVPD.

The geometry in XYZ format:
```
92
Properties=species:S:1:pos:R:3:forces:R:3:nbo_charge:R:1
Mg -1.514226 -2.025510 -1.707888 -0.4 1.0 0.4 1.7597
C 6.838813 -1.299613 -2.657613 -0.1 -0.1 -0.1 -0.6376
C 5.339295 -1.204850 -2.638806 0.0 0.0 0.0 0.0278
C 4.595018 -1.850608 -1.655507 0.0 0.1 -0.1 -0.2113
C 3.218375 -1.707740 -1.599134 -0.2 -0.1 0.1 -0.1427
C 2.586430 -0.905690 -2.530699 -0.1 -0.2 -0.2 -0.2882
C 3.295135 -0.306901 -3.562110 -0.1 0.0 -0.1 -0.1923
C 4.668809 -0.461543 -3.610982 0.0 0.0 0.1 -0.2068
S 0.843142 -0.517159 -2.333427 1.7 0.8 0.3 1.2987
O 0.322782 -1.593422 -1.408262 0.3 0.1 0.0 -1.0799
C 1.198030 0.938564 -1.307162 -0.2 0.2 0.1 -0.1060
C 1.279468 2.111658 -2.090403 0.0 0.0 -0.1 -0.2523
C 1.476545 3.324417 -1.511917 0.1 -0.1 -0.1 -0.1128
C 1.574013 3.432555 -0.104086 0.0 -0.2 0.1 -0.0898
C 1.709541 4.688370 0.528770 0.0 0.1 0.1 -0.1742
C 1.795527 4.780065 1.889204 0.0 0.1 -0.1 -0.1996
C 1.749657 3.614672 2.676348 0.0 -0.1 0.1 -0.1865
C 1.621423 2.383969 2.094181 0.0 0.0 0.0 -0.2262
C 1.527848 2.255338 0.686211 0.0 0.1 -0.1 0.0176
C 1.367574 0.975392 0.056951 -0.1 -0.1 -0.2 -0.1361
C 1.428500 -0.242138 0.924084 -0.4 -0.1 0.0 0.0849
C 2.673715 -0.629394 1.505561 0.0 -0.2 0.1 -0.0896
C 3.871102 0.090723 1.280043 0.1 0.1 0.0 -0.1846
C 5.035841 -0.283913 1.888204 0.0 0.1 -0.1 -0.2006
C 5.073458 -1.406752 2.737443 -0.1 -0.1 0.0 -0.1840
C 3.942553 -2.144963 2.943139 0.1 0.0 0.0 -0.1869
C 2.717808 -1.777894 2.339089 0.0 0.1 -0.1 -0.0498
C 1.541614 -2.538729 2.549012 0.0 0.0 0.0 -0.1498
C 0.357412 -2.144495 2.005828 -0.1 -0.2 0.1 -0.2188
C 0.308568 -0.981365 1.219027 0.3 0.4 -0.2 -0.2515
S -1.275467 -0.450046 0.556711 0.3 0.3 1.7 1.2702
O -1.990979 -1.721966 0.150853 -0.1 -0.1 0.3 -1.0698
C -1.985684 -0.061981 2.161381 -0.2 0.2 -0.2 -0.1831
C -2.821641 -0.955680 2.803045 0.0 -0.2 -0.2 -0.2158
C -3.355218 -0.621880 4.038814 0.0 0.1 0.1 -0.2116
C -3.066532 0.599819 4.638690 0.0 0.0 0.0 0.0086
C -3.629885 0.968912 5.981514 0.0 0.0 -0.1 -0.6385
C -2.236018 1.494101 3.961551 0.0 -0.1 0.0 -0.1457
C -1.700884 1.173305 2.728276 0.1 0.1 -0.1 -0.2542
H 7.210212 -1.791807 -1.760857 0.0 0.0 0.0 0.2210
H 7.280690 -0.304891 -2.719409 0.0 0.0 0.0 0.2272
H 7.178085 -1.866844 -3.525883 0.0 0.0 0.0 0.2332
H 5.093567 -2.461308 -0.913193 0.0 0.0 0.0 0.2232
H 2.630257 -2.208746 -0.841071 0.1 0.0 0.0 0.2306
H 2.779055 0.275696 -4.316101 0.0 0.0 0.0 0.2234
H 5.232068 0.005781 -4.409130 0.0 0.0 0.0 0.2241
H 1.179340 2.018004 -3.165992 -0.1 0.1 0.0 0.2243
H 1.551945 4.217231 -2.120087 0.0 0.0 0.0 0.2188
H 1.746678 5.579734 -0.085363 0.0 0.0 0.0 0.2200
H 1.889346 5.745126 2.368776 0.0 0.0 0.0 0.2265
H 1.809883 3.694321 3.753996 0.0 0.0 0.0 0.2236
H 1.572779 1.497190 2.711627 0.0 0.0 0.0 0.2282
H 3.855764 0.949556 0.621549 0.0 0.0 0.0 0.2237
H 5.942848 0.281503 1.718029 0.0 0.0 0.0 0.2241
H 6.001012 -1.685454 3.219319 0.0 0.0 0.0 0.2246
H 3.965906 -3.021032 3.579510 0.0 0.0 0.0 0.2213
H 1.605541 -3.433409 3.155309 -0.1 0.0 0.0 0.2250
H -0.550839 -2.714827 2.155549 0.0 0.0 0.0 0.2382
H -3.055333 -1.901068 2.329345 0.0 0.0 0.0 0.2388
H -4.007834 -1.323354 4.543228 0.0 0.0 0.0 0.2210
H -4.173437 0.137094 6.424948 0.0 0.0 0.0 0.2223
H -4.308843 1.818145 5.892090 0.0 0.0 0.0 0.2303
H -2.827270 1.260002 6.659740 0.0 0.0 0.0 0.2285
H -2.013393 2.453954 4.412057 0.0 0.0 0.0 0.2128
H -1.059654 1.878516 2.211220 0.0 0.0 0.0 0.2263
C -3.482688 2.629930 -1.522955 0.1 0.0 0.0 -0.4148
C -3.467962 2.417098 -3.045815 0.1 -0.1 0.1 -0.4409
C -2.139766 1.674494 -3.293366 0.0 0.0 0.0 -0.0780
O -1.580464 1.387716 -2.004729 -0.1 0.1 -0.1 -0.5762
C -2.013968 2.449239 -1.163300 -0.1 0.1 0.0 -0.0747
H -4.074160 1.856446 -1.030568 0.0 0.0 0.0 0.2053
H -3.863341 3.606811 -1.230163 -0.1 0.0 0.0 0.2196
H -3.480647 3.368796 -3.574670 0.0 0.0 0.0 0.2142
H -4.319949 1.828395 -3.380987 0.0 0.0 0.0 0.2195
H -1.442054 2.301903 -3.860824 0.0 0.0 0.0 0.1658
H -2.267242 0.727765 -3.808096 0.0 0.0 -0.1 0.2105
H -1.440205 3.360266 -1.378490 0.0 0.0 0.0 0.1678
H -1.844907 2.172126 -0.124694 0.1 0.0 0.0 0.1874
N -5.103083 -3.858018 -1.511401 -0.3 0.1 0.0 -0.7836
C -5.888020 -2.786193 -1.675693 0.4 -0.3 0.0 0.6674
N -7.204183 -2.878329 -1.451840 -0.1 0.0 0.0 -0.7638
N -5.424932 -1.607467 -2.043496 -0.6 0.6 0.0 -0.6474
C -4.185454 -1.367089 -2.261860 0.4 -0.2 -0.1 0.5896
N -3.072792 -1.102447 -2.483911 -1.0 0.4 -0.2 -0.7089
H -5.470690 -4.743233 -1.210891 0.0 0.0 0.0 0.4101
H -4.100576 -3.770489 -1.608398 0.1 -0.2 -0.1 0.4406
H -7.670957 -3.757328 -1.321816 0.1 0.0 0.0 0.4086
H -7.760619 -2.062216 -1.634571 0.0 0.0 0.0 0.4260
O -1.084990 -5.127812 -3.109507 -0.3 0.9 0.3 -0.3399
N -1.385950 -4.014880 -2.740143 0.3 -2.4 -1.6 0.7007
O -2.132669 -3.831360 -1.712631 -0.1 -0.9 0.3 -0.6744
O -1.007547 -2.970884 -3.340364 0.2 -0.5 -0.4 -0.5823
```
Positions in Å, forces in eV/Å.

The calculation puts the orbital gap at 8.43 eV. As for the total charge: +1. As for the strongest force on any atom: 2.842 eV Å⁻¹. For the calculated total energy, the calculation gives -88943.294 eV. As for the HOMO energy: -10.6906 eV. For the lowest unoccupied orbital energy, the calculation gives -2.3 eV.